No. 1
This record from OMol25 describes a molecular structure, C16H12FeO3S at a distorted geometry. The level of theory is the ωB97M-V functional and the def2-TZVPD basis.

The HOMO energy (alpha / beta) is -12.60 / -16.74 eV. As for the spin multiplicity: 5. Its total charge is +2.

```
33
Properties=species:S:1:pos:R:3:mulliken_charge:R:1
S 0.29 1.75 0.81 0.1478
C 0.39 0.30 -0.01 0.7954
C -0.28 -0.85 0.51 -0.3491
C -0.06 -2.09 -0.05 -0.4844
C 0.77 -2.23 -1.17 -0.3076
C 1.35 -1.10 -1.76 -0.4604
C 1.14 0.16 -1.21 -0.3803
H -0.92 -0.71 1.37 0.4147
H -0.52 -2.97 0.40 0.4012
H 0.95 -3.21 -1.59 0.4287
H 1.97 -1.20 -2.64 0.4035
H 1.56 1.05 -1.66 0.3984
O 0.06 3.78 8.27 -0.2555
C 0.54 3.54 7.23 0.3822
Fe 1.03 3.06 5.63 0.3823
C 0.03 1.67 5.93 0.4026
O -0.75 0.83 6.19 -0.2672
C -0.42 3.89 5.02 0.2337
O -1.35 4.44 4.57 -0.2681
C 1.98 2.19 3.82 0.6185
C 2.33 3.45 3.33 -0.1434
C 2.64 4.53 4.11 -0.6624
C 2.61 4.52 5.52 -0.0774
C 3.07 3.47 6.34 -0.5770
C 3.29 2.16 5.96 -0.5189
C 2.52 1.57 4.97 -0.8170
H 1.43 1.54 3.12 -0.1747
H 2.26 3.60 2.25 0.3580
H 2.82 5.48 3.61 0.3999
H 2.46 5.48 6.02 0.5359
H 3.41 3.75 7.33 0.5562
H 3.93 1.51 6.59 0.3585
H 2.45 0.49 5.00 0.5257
```

No. 2
This record from OMol25 describes a molecular structure, C21H24N12SSn at a distorted geometry. The level of theory is the ωB97M-V functional and the def2-TZVPD basis.

The HOMO energy (alpha / beta) is -13.56 / -13.55 eV. As for the spin multiplicity: 1. Its total charge is +2.

```
59
Properties=species:S:1:pos:R:3:mulliken_charge:R:1
Sn 0.75 0.54 -0.02 0.8801
C 0.71 -3.24 4.71 -1.5028
C 0.00 -2.52 3.55 0.7435
C -1.49 -2.80 3.57 -1.6810
C 0.36 -1.07 3.51 0.5569
C -0.56 -0.04 3.77 -0.1616
C -0.16 1.28 3.77 -0.8696
C 1.16 1.64 3.50 0.9525
C 1.62 3.05 3.60 -1.3713
C 2.08 0.61 3.19 -0.8255
C 1.69 -0.70 3.21 -0.4620
H 0.56 -4.31 4.62 0.4146
H 0.30 -2.91 5.66 0.4036
H 1.78 -3.05 4.72 0.4074
H 0.43 -2.97 2.64 0.2669
H -1.92 -2.53 4.54 0.4336
H -1.67 -3.87 3.43 0.4395
H -2.01 -2.24 2.80 0.3208
H -1.58 -0.28 4.01 0.3901
H -0.88 2.05 4.03 0.4268
H 1.98 3.41 2.64 0.3181
H 2.47 3.12 4.28 0.4070
H 0.83 3.70 3.95 0.4076
H 3.12 0.87 3.02 0.4785
H 2.43 -1.48 3.04 0.5141
N -2.46 2.21 -1.18 -0.0756
C -1.28 2.58 -1.73 0.4248
N -1.15 3.39 -2.78 -0.5460
N 0.12 3.46 -3.02 -0.4192
N 0.80 2.75 -2.20 -0.2252
N -0.05 2.15 -1.36 0.1711
C -2.55 1.20 -0.28 0.2196
N -3.67 0.56 0.06 -0.6077
N -3.31 -0.36 0.89 -0.4969
N -2.05 -0.35 1.10 0.2840
N -1.51 0.63 0.36 0.0817
H -3.31 2.63 -1.53 0.2491
C 3.32 1.93 -4.45 -0.8990
N 2.03 1.30 -4.42 0.1839
C 1.00 1.52 -5.27 -0.4614
C -0.05 0.77 -4.86 -0.3065
N 0.33 0.10 -3.72 0.5380
C 1.62 0.46 -3.45 0.0190
S 2.61 -0.06 -2.18 -0.1880
C -0.42 -0.90 -3.07 0.3501
C -1.28 -1.70 -3.83 -0.7388
C -1.95 -2.73 -3.19 -0.6564
C -1.72 -2.95 -1.84 -0.8653
C -0.87 -2.09 -1.17 -0.1065
N -0.25 -1.07 -1.76 0.3465
H 3.49 2.35 -5.44 0.3582
H 4.09 1.20 -4.22 0.3794
H 3.36 2.73 -3.71 0.3429
H 1.06 2.20 -6.11 0.5027
H -1.04 0.70 -5.28 0.4952
H -1.42 -1.52 -4.88 0.5004
H -2.61 -3.37 -3.75 0.4678
H -2.21 -3.75 -1.31 0.4628
H -0.66 -2.22 -0.11 0.3277
```

No. 3
This record from OMol25 describes C4H4N2O2 in the gas phase at a distorted geometry. The level of theory is the ωB97M-V functional and the def2-TZVPD basis.

The HOMO energy is -9.22 eV. As for the spin multiplicity: 1. Its total charge is 0. As for the SMILES: C#CC(=O)/C(N)=N\O.

```
12
Properties=species:S:1:pos:R:3:mulliken_charge:R:1
C -2.25 -0.33 1.67 0.3118
C -1.31 0.05 1.12 -0.5856
C -0.28 0.69 0.43 0.5273
O 0.10 1.92 0.80 -0.5456
C 0.55 0.13 -0.70 0.2950
N 0.95 0.90 -1.75 -0.5089
N 1.40 -0.89 -0.39 -0.3420
O 0.71 -1.73 0.45 -0.3821
H -3.01 -0.37 2.47 0.3538
H 1.28 0.41 -2.82 0.3030
H 1.29 1.89 -1.52 0.2632
H 0.58 -2.68 0.24 0.3100
```